No. 1
{
  "formula": "C8H5Cl4NO",
  "method": "ωB97M-V/def2-TZVPD",
  "lumo_energy_ha": [0.0216, -0.0756],
  "fmax_ev_per_a": 3.14,
  "multiplicity": 3,
  "orbital_gap_ev": [8.12, 6.96],
  "energy_ev": -61999.3465,
  "symbols": ["C", "C", "C", "C", "C", "C", "C", "C", "N", "O", "Cl", "Cl", "Cl", "Cl", "H", "H", "H", "H", "H"],
  "positions_angstrom": [[0.175, 1.375, 1.684], [0.730, 0.014, -0.054], [1.360, -0.462, 1.104], [0.074, 1.194, 0.323], [0.604, -0.530, -1.413], [2.248, -1.522, 1.245], [-0.732, -1.218, -1.931], [0.537, -1.958, -1.706], [1.011, 0.363, 2.123], [-0.594, 2.051, -0.551], [1.306, 0.474, -2.762], [2.871, -1.641, 2.849], [-2.106, -1.499, -0.964], [1.545, -2.721, -2.962], [-0.287, 2.237, 2.304], [-1.056, -0.877, -3.009], [0.560, -2.451, -0.712], [1.470, 0.223, 2.965], [-0.071, 2.039, -1.388]]
}



No. 2
{
  "formula": "C8H5CoNO3S",
  "method": "ωB97M-V/def2-TZVPD",
  "lumo_energy_ha": [-0.3251, -0.4021],
  "fmax_ev_per_a": 8.39,
  "multiplicity": 4,
  "orbital_gap_ev": [8.42, 6.54],
  "charge": 2,
  "energy_ev": -64452.5674,
  "symbols": ["O", "C", "Co", "C", "C", "O", "O", "S", "C", "N", "C", "C", "C", "C", "H", "H", "H", "H", "H"],
  "positions_angstrom": [[-0.026, 4.005, -1.314], [0.014, 3.152, -0.589], [0.021, -1.841, -0.236], [1.813, -1.570, -0.912], [-1.798, -1.589, -0.685], [2.638, -0.942, -1.476], [-2.604, -0.897, -1.171], [0.265, -2.422, 1.918], [-0.121, -1.031, 2.812], [-1.188, -1.212, 3.685], [-1.356, -0.491, 4.836], [-0.498, 0.551, 5.133], [0.562, 0.795, 4.263], [0.726, 0.061, 3.078], [-1.762, -2.044, 3.508], [-2.132, -0.871, 5.500], [-0.625, 1.092, 6.028], [1.319, 1.515, 4.553], [1.544, 0.210, 2.371]]
}



No. 3
{
  "formula": "C8H5CrN2O5",
  "method": "ωB97M-V/def2-TZVPD",
  "lumo_energy_ha": [-0.3150, -0.4099],
  "fmax_ev_per_a": 7.50,
  "multiplicity": 4,
  "orbital_gap_ev": [8.84, 6.24],
  "charge": 2,
  "energy_ev": -49995.8535,
  "symbols": ["O", "C", "Cr", "C", "O", "C", "O", "C", "O", "C", "O", "H", "N", "C", "C", "N", "C", "H", "H", "H", "H"],
  "positions_angstrom": [[0.482, -3.592, -1.707], [0.796, -2.425, -1.686], [0.326, -0.957, -0.414], [-0.200, -1.827, 1.230], [-0.291, -2.221, 2.322], [1.307, 0.219, -1.564], [1.984, 0.897, -2.226], [-1.391, -1.206, -1.192], [-2.423, -1.441, -1.671], [1.888, -1.490, 0.530], [2.776, -1.898, 1.166], [1.478, -1.988, -2.516], [-1.614, 2.397, 1.013], [-0.311, 2.867, 1.091], [0.504, 1.814, 0.783], [-0.317, 0.731, 0.460], [-1.583, 1.091, 0.637], [-2.465, 2.924, 1.160], [-0.057, 3.879, 1.348], [1.580, 1.740, 0.738], [-2.470, 0.484, 0.500]]
}



No. 4
{
  "formula": "C8H5F18O19S6Y",
  "method": "ωB97M-V/def2-TZVPD",
  "lumo_energy_ha": 0.0640,
  "fmax_ev_per_a": 5.48,
  "e_above_lowest_ev": 17.673,
  "orbital_gap_ev": 2.78,
  "charge": -4,
  "energy_ev": -162235.5398,
  "symbols": ["Y", "C", "C", "O", "H", "H", "H", "H", "H", "C", "F", "F", "F", "S", "O", "O", "O", "C", "F", "F", "F", "S", "O", "O", "O", "C", "F", "F", "F", "S", "O", "O", "O", "C", "F", "F", "F", "S", "O", "O", "O", "C", "F", "F", "F", "S", "O", "O", "O", "C", "F", "F", "F", "S", "O", "O", "O"],
  "positions_angstrom": [[0.104, -0.087, -0.257], [6.237, 1.187, -1.050], [5.418, 0.556, 0.177], [4.171, 1.172, 0.660], [6.612, 2.167, -0.756], [5.658, 1.188, -1.973], [6.974, 0.457, -1.387], [6.090, 0.593, 1.034], [5.283, -0.519, 0.052], [2.813, -2.278, -5.654], [3.600, -2.203, -4.574], [3.627, -2.321, -6.711], [1.983, -3.341, -5.733], [1.774, -0.644, -5.751], [0.721, -0.844, -6.771], [1.301, -0.387, -4.338], [2.746, 0.334, -6.143], [1.069, -3.461, 6.292], [0.899, -4.663, 5.675], [-0.124, -2.801, 6.449], [1.785, -3.638, 7.487], [2.110, -2.432, 4.938], [3.401, -2.977, 4.697], [1.269, -2.459, 3.726], [2.120, -1.046, 5.470], [-2.616, -5.286, -2.886], [-2.453, -4.323, -3.828], [-3.940, -5.409, -2.558], [-2.195, -6.372, -3.489], [-1.675, -4.910, -1.174], [-0.558, -4.087, -1.544], [-2.420, -3.876, -0.454], [-1.331, -6.129, -0.459], [-3.356, 1.649, 6.071], [-4.093, 0.636, 5.773], [-4.208, 2.550, 6.649], [-2.472, 1.282, 6.940], [-2.493, 2.334, 4.507], [-1.265, 2.909, 5.068], [-2.118, 1.195, 3.575], [-3.408, 3.239, 3.814], [-6.752, -0.144, -1.235], [-7.868, 0.505, -1.134], [-6.393, -0.470, -0.022], [-6.916, -1.340, -1.848], [-5.515, 0.980, -2.240], [-4.168, 0.455, -1.853], [-5.872, 0.776, -3.638], [-5.629, 2.330, -1.718], [2.135, 6.628, -1.649], [2.128, 7.994, -1.514], [1.676, 6.429, -2.851], [3.382, 6.248, -1.426], [0.908, 5.799, -0.376], [1.619, 5.844, 0.942], [-0.309, 6.581, -0.228], [0.535, 4.432, -0.770]]
}



No. 5
{
  "formula": "C8H5FN2OS",
  "method": "ωB97M-V/def2-TZVPD",
  "lumo_energy_ha": 0.0190,
  "fmax_ev_per_a": 5.92,
  "e_above_lowest_ev": 4.110,
  "orbital_gap_ev": 9.64,
  "energy_ev": -26953.7164,
  "smiles": "Fc1ccc(Oc2cnns2)cc1",
  "symbols": ["F", "C", "C", "C", "C", "O", "C", "C", "N", "N", "S", "C", "C", "H", "H", "H", "H", "H"],
  "positions_angstrom": [[1.742, 3.636, 0.336], [0.940, 2.618, 0.283], [-0.021, 2.491, -0.655], [-0.836, 1.382, -0.693], [-0.710, 0.336, 0.217], [-1.570, -0.707, 0.105], [-1.015, -1.977, -0.159], [0.295, -2.203, -0.555], [0.419, -3.607, -0.772], [-0.616, -4.328, -0.564], [-1.899, -3.344, -0.113], [0.287, 0.382, 1.145], [1.116, 1.430, 1.277], [-0.025, 3.385, -1.529], [-1.818, 1.394, -1.402], [1.229, -1.627, -0.769], [0.579, -0.631, 1.820], [1.902, 1.369, 2.026]]
}



No. 6
{
  "formula": "C8H5N2OS2",
  "method": "ωB97M-V/def2-TZVPD",
  "lumo_energy_ha": [-0.2107, -0.2840],
  "fmax_ev_per_a": 5.76,
  "e_above_lowest_ev": 0.000,
  "orbital_gap_ev": [7.43, 5.33],
  "charge": 1,
  "energy_ev": -35060.6965,
  "symbols": ["C", "C", "C", "C", "C", "C", "C", "C", "N", "N", "O", "S", "S", "H", "H", "H", "H", "H"],
  "positions_angstrom": [[0.483, 1.813, -0.353], [-2.176, 0.451, 0.234], [1.761, 2.233, -0.424], [-3.270, -0.251, -0.014], [0.308, 0.396, -0.173], [-0.951, -0.282, 0.036], [1.588, -0.130, -0.011], [-1.356, -1.561, -0.097], [1.851, -1.452, 0.355], [1.676, -2.573, -0.276], [2.005, -3.599, 0.259], [2.920, 1.017, 0.012], [-2.909, -1.995, -0.121], [-0.346, 2.615, -0.491], [-2.231, 1.553, 0.463], [2.230, 3.164, -0.515], [-4.212, 0.224, -0.001], [2.629, -1.625, 1.116]]
}



Question: Number 1 is which compound?
Answer: C8H5Cl4NO



Copy entry 5 word for word.
{
  "formula": "C8H5FN2OS",
  "method": "ωB97M-V/def2-TZVPD",
  "lumo_energy_ha": 0.0190,
  "fmax_ev_per_a": 5.92,
  "e_above_lowest_ev": 4.110,
  "orbital_gap_ev": 9.64,
  "energy_ev": -26953.7164,
  "smiles": "Fc1ccc(Oc2cnns2)cc1",
  "symbols": ["F", "C", "C", "C", "C", "O", "C", "C", "N", "N", "S", "C", "C", "H", "H", "H", "H", "H"],
  "positions_angstrom": [[1.742, 3.636, 0.336], [0.940, 2.618, 0.283], [-0.021, 2.491, -0.655], [-0.836, 1.382, -0.693], [-0.710, 0.336, 0.217], [-1.570, -0.707, 0.105], [-1.015, -1.977, -0.159], [0.295, -2.203, -0.555], [0.419, -3.607, -0.772], [-0.616, -4.328, -0.564], [-1.899, -3.344, -0.113], [0.287, 0.382, 1.145], [1.116, 1.430, 1.277], [-0.025, 3.385, -1.529], [-1.818, 1.394, -1.402], [1.229, -1.627, -0.769], [0.579, -0.631, 1.820], [1.902, 1.369, 2.026]]
}